[1]
Formula: C18H25AsBaBr2F6N4O2
Source: the Open Molecules 2025 dataset
Level of theory: wB97M-V/def2-TZVPD

As for the expectation value of S²: 0.7837. The HOMO-LUMO gap (alpha / beta) is 8.1 / 6.3 eV. As for the electronic energy: -247050.9871 eV. The calculation puts the strongest force on any atom at 1.92 eV Å⁻¹. Its net charge is +1. As for the spin multiplicity: 2. For the HOMO energy (alpha / beta), the calculation gives -11.51 / -11.90 eV. The calculation puts the relative energy (zero: lowest compared OMol25 entry of this formula, charge and spin) at 55.74 kJ/mol.

Last column: natural (NBO) charge in e.
Cartesian coordinates (Å):
Ba (0.852048, -0.354215, -0.256336)  1.87
Br (0.009582, 2.641232, 7.658182)  0.18
Br (3.067186, 0.363896, 3.554735)  0.16
As (2.230151, -2.468257, -2.338680)  2.82
F (2.363465, -4.160260, -2.206820)  -0.59
F (2.796343, -2.258789, -0.669388)  -0.66
F (3.836947, -2.316162, -2.906530)  -0.60
F (2.131357, -0.684442, -2.481930)  -0.67
F (1.519770, -2.533192, -3.897365)  -0.60
F (0.591623, -2.583510, -1.647352)  -0.66
O (2.968495, 1.335120, 0.000468)  -0.68
O (0.334395, 0.047832, 2.320134)  -0.66
N (-1.953185, 0.450215, -0.014588)  -0.72
N (-0.084049, 2.120242, -1.558813)  -0.70
N (-1.142175, -0.326473, -2.655920)  -0.69
N (-2.137406, 0.664216, 3.248406)  -0.41
C (5.095231, 0.302974, 0.077491)  -0.74
C (-3.327904, 0.951892, 3.736965)  0.08
C (-0.715448, 0.745946, -3.553079)  -0.23
C (-2.803036, -0.443256, -0.800277)  -0.22
C (-0.893687, 2.686883, -0.476566)  -0.23
C (-0.716159, 2.120226, -2.882852)  -0.24
C (0.241656, 0.583583, 3.430931)  0.51
C (0.065419, 1.818277, 5.983403)  -0.02
C (-3.526068, 1.536604, 4.992573)  -0.23
C (-2.563754, -0.298221, -2.302230)  -0.24
C (-2.433621, 1.842358, 5.761753)  -0.14
C (-2.168620, 1.885842, -0.202919)  -0.24
C (4.787598, 2.832168, -0.259625)  -0.72
C (1.305421, 1.482427, 5.460243)  -0.27
C (-1.065676, 0.942784, 4.003671)  0.07
C (4.182439, 1.482846, -0.040715)  0.66
C (1.405879, 0.873723, 4.229530)  -0.13
C (-1.149312, 1.546430, 5.270859)  -0.07
H (-2.552263, 2.301922, 6.732535)  0.24
H (-2.568157, -1.468538, -0.501066)  0.20
H (-1.212643, 3.713174, -0.706319)  0.19
H (0.291272, 0.500089, -3.894968)  0.22
H (5.321487, 3.133115, 0.645054)  0.25
H (-2.867751, 2.040518, -1.026394)  0.20
H (4.020354, 3.564839, -0.493742)  0.24
H (-1.351444, 0.817618, -4.446621)  0.18
H (4.632114, -0.478364, 0.676910)  0.24
H (-4.179368, 0.709331, 3.110942)  0.21
H (-0.274962, 2.725946, 0.425799)  0.19
H (-3.118381, -1.088924, -2.814292)  0.21
H (-2.999450, 0.639195, -2.655082)  0.19
H (-0.904889, -1.213416, -3.083456)  0.39
H (-4.528791, 1.743488, 5.338140)  0.24
H (5.531548, 2.784072, -1.056281)  0.25
H (2.195313, 1.693555, 6.036860)  0.26
H (-2.657136, 2.319893, 0.675341)  0.20
H (-2.034763, 0.229748, 0.974230)  0.41
H (-1.739917, 2.488904, -2.791452)  0.19
H (5.234610, -0.099167, -0.931724)  0.28
H (6.076543, 0.568667, 0.465430)  0.24
H (-3.872936, -0.293814, -0.600414)  0.18
H (0.802817, 2.606637, -1.594187)  0.38
H (-0.212143, 2.821232, -3.552299)  0.21

Atoms 1-6, force components in eV/Å:
-0.89 0.74 0.28
0.02 -0.05 -0.08
0.01 0.04 0.03
0.94 -1.15 -1.21
-0.02 0.04 0.07
-0.32 0.34 -0.17

=====

[2]
Formula: C18H25AsN2O4ReSe
Source: the Open Molecules 2025 dataset
Level of theory: wB97M-V/def2-TZVPD

As for the expectation value of S²: 0.9028. The HOMO-LUMO gap (alpha / beta) is 5.3 / 6.1 eV. As for the electronic energy: -158542.1064 eV. The calculation puts the strongest force on any atom at 0.31 eV Å⁻¹. Its net charge is +2. As for the spin multiplicity: 2. For the HOMO energy (alpha / beta), the calculation gives -14.63 / -14.72 eV. The calculation puts the relative energy (zero: lowest compared OMol25 entry of this formula, charge and spin) at 36.95 kJ/mol.

Last column: natural (NBO) charge in e.
Cartesian coordinates (Å):
Re (0.533103, 0.879644, 0.490971)  0.91
Se (1.812583, -0.879501, -0.331959)  0.36
As (-1.689553, -0.045250, -0.121395)  1.20
O (-0.214944, 4.503628, 1.990379)  -0.50
O (0.042656, 2.751393, 0.589195)  -0.72
O (-0.257599, 3.160167, 6.412454)  -0.52
O (-0.501519, 4.700116, 4.819856)  -0.62
N (0.292882, 1.002506, 2.536439)  -0.51
N (0.169778, 1.127090, 4.689475)  -0.45
C (-1.990040, -0.080602, -2.024924)  -0.94
C (4.514392, -1.751553, -0.241704)  0.03
C (7.847972, -0.259910, 0.807886)  -0.65
C (-0.256331, 3.488785, 5.261986)  0.76
C (0.344898, 0.285622, 3.656750)  0.46
C (4.024708, -3.037608, -0.847312)  -0.65
C (5.864281, -1.577557, 0.018837)  -0.21
C (-0.005553, 2.409291, 4.244645)  0.09
C (6.377574, -0.400523, 0.560387)  0.10
C (-0.043462, 3.335716, 1.814084)  0.77
C (3.230642, 1.691733, 0.859125)  -0.64
C (0.582245, -1.172824, 3.772684)  -0.68
C (4.138124, 0.524080, 0.612980)  0.07
C (0.083315, 2.335427, 2.893120)  -0.06
C (5.496514, 0.640908, 0.850417)  -0.23
C (3.668813, -0.679868, 0.077163)  -0.26
C (-1.990883, -1.839665, 0.514656)  -0.93
C (-3.077556, 1.056918, 0.640661)  -0.93
H (-1.312237, -0.796215, -2.486118)  0.26
H (-0.255123, -1.657590, 4.276479)  0.27
H (-0.479842, 4.785790, 3.846849)  0.52
H (0.707559, -1.608964, 2.784628)  0.25
H (4.765295, -3.823250, -0.715239)  0.25
H (-1.248530, -2.509829, 0.086209)  0.26
H (1.482376, -1.367740, 4.356797)  0.27
H (2.898821, 2.148522, -0.080663)  0.24
H (-2.977590, 2.074036, 0.267039)  0.27
H (0.153800, 0.901208, 5.680000)  0.48
H (-1.927332, -1.860894, 1.600553)  0.25
H (-2.986851, -2.151899, 0.203766)  0.27
H (-2.997259, 1.050792, 1.726217)  0.25
H (2.384899, 1.387812, 1.505946)  0.16
H (3.717695, 2.488680, 1.420749)  0.28
H (8.081374, 0.663424, 1.333708)  0.23
H (6.541685, -2.394693, -0.201655)  0.24
H (8.223334, -1.098231, 1.395328)  0.25
H (8.390708, -0.258950, -0.138943)  0.25
H (-4.043536, 0.650182, 0.346206)  0.27
H (-1.823931, 0.908497, -2.447454)  0.26
H (3.095704, -3.390248, -0.398450)  0.22
H (-3.019824, -0.384039, -2.207958)  0.27
H (3.860039, -2.918412, -1.920943)  0.25
H (5.884627, 1.566446, 1.258391)  0.23

Atoms 1-6, force components in eV/Å:
0.10 0.19 0.05
0.16 -0.18 -0.02
-0.05 0.03 -0.01
-0.08 -0.03 -0.03
-0.06 -0.04 0.01
0.09 0.02 0.04

=====

[3]
Formula: C18H25CdN3P2S6
Source: the Open Molecules 2025 dataset
Level of theory: wB97M-V/def2-TZVPD

The HOMO-LUMO gap is 7.6 eV. As for the electronic energy: -111696.3997 eV. The calculation puts the strongest force on any atom at 3.00 eV Å⁻¹. As for the spin multiplicity: 1. For the HOMO energy, the calculation gives -7.32 eV. The calculation puts the relative energy (zero: lowest compared OMol25 entry of this formula, charge and spin) at 0.00 kJ/mol.

Last column: natural (NBO) charge in e.
Cartesian coordinates (Å):
Cd (12.598365, 13.118140, 7.089663)  1.44
S (12.422406, 7.750308, 6.976432)  0.38
S (12.935717, 11.577164, 5.094641)  -0.46
S (14.652709, 9.694184, 7.278541)  0.28
S (13.247193, 12.383990, 9.632800)  -0.36
S (10.018556, 6.673106, 5.238110)  -0.04
S (11.106055, 9.222292, 4.701768)  0.47
P (14.912293, 14.537617, 7.351865)  0.75
P (12.044118, 15.660287, 6.383620)  0.77
N (8.163097, 13.182115, 8.625864)  -0.53
N (10.119381, 12.897122, 7.557051)  -0.57
N (12.211927, 14.978624, 10.293092)  -0.54
C (6.679264, 11.767424, 5.519746)  -0.21
C (14.637663, 16.355255, 7.148697)  -0.71
C (12.624489, 13.880655, 10.077360)  0.04
C (11.157535, 15.663895, 4.797994)  -0.96
C (11.039533, 16.591371, 7.554837)  -0.98
C (6.584942, 12.299795, 6.782494)  -0.25
C (15.795550, 8.580592, 6.457425)  -0.76
C (15.921063, 14.460499, 8.887811)  -0.93
C (16.014732, 14.020248, 6.003378)  -0.96
C (7.874113, 11.789370, 4.791888)  -0.21
C (13.533629, 16.687941, 6.209549)  -0.73
C (9.077163, 12.175497, 5.354124)  -0.22
C (9.509296, 13.357582, 8.645208)  0.24
C (13.128866, 9.339299, 6.517952)  -0.44
C (11.184228, 7.758309, 5.617616)  -0.53
C (9.054282, 12.596274, 6.668729)  0.09
C (12.436339, 10.024211, 5.559109)  -0.36
C (7.783188, 12.736383, 7.323727)  0.10
H (10.060792, 13.833223, 9.435773)  0.24
H (5.735921, 11.491510, 5.005068)  0.22
H (13.840102, 16.722834, 5.184894)  0.24
H (11.429589, 16.386147, 8.546783)  0.29
H (13.249524, 17.682287, 6.469380)  0.24
H (15.563204, 16.845985, 6.845286)  0.23
H (15.643940, 13.076846, 5.577051)  0.26
H (10.064244, 15.553656, 4.968400)  0.26
H (16.070445, 8.870387, 5.430200)  0.22
H (11.245180, 16.718134, 4.398207)  0.23
H (14.362251, 16.744461, 8.167918)  0.25
H (16.368292, 13.481141, 8.870174)  0.24
H (15.429416, 7.529910, 6.401399)  0.23
H (17.031582, 13.889325, 6.399335)  0.24
H (11.046582, 17.684630, 7.321385)  0.23
H (16.676993, 15.249895, 8.908622)  0.22
H (11.515455, 14.909805, 4.076220)  0.26
H (7.956764, 11.459440, 3.739155)  0.22
H (15.986821, 14.828372, 5.294386)  0.23
H (7.502529, 13.364943, 9.368675)  0.43
H (10.061084, 12.133963, 4.878154)  0.24
H (10.003795, 16.175467, 7.596997)  0.25
H (5.635961, 12.493971, 7.311594)  0.23
H (15.164553, 14.460358, 9.718523)  0.27
H (16.745275, 8.577388, 7.048791)  0.23

Atoms 1-6, force components in eV/Å:
-0.08 -0.21 0.26
-1.14 0.52 -2.05
0.10 1.85 -0.81
0.04 0.62 0.46
-0.57 0.17 -0.05
0.41 -0.51 0.45

=====

[4]
Formula: C18H25Cl43N3O2S
Source: the Open Molecules 2025 dataset
Level of theory: wB97M-V/def2-TZVPD

The HOMO-LUMO gap is 4.7 eV. As for the electronic energy: -576934.5819 eV. The calculation puts the strongest force on any atom at 2.53 eV Å⁻¹. Its net charge is -1. As for the spin multiplicity: 1. For the HOMO energy, the calculation gives -3.13 eV.

Last column: Löwdin charge in e.
Cartesian coordinates (Å):
Cl (-0.665431, 0.647774, -8.123467)  0.53
Cl (-2.222837, -4.996705, 10.400264)  0.50
Cl (3.141084, -4.259503, 7.905237)  0.50
Cl (6.241772, -4.196523, 5.696562)  0.51
Cl (-2.536923, -4.507048, 7.553099)  0.52
Cl (-3.093876, 4.511224, 7.434708)  0.52
Cl (-2.933476, 3.049099, -13.177834)  0.53
Cl (5.542232, -2.713359, 3.298539)  0.51
Cl (3.541274, -2.780769, -4.076301)  0.51
Cl (0.030566, -0.738335, 0.580116)  0.43
Cl (-5.087799, 5.870056, -6.910377)  0.51
Cl (4.536860, 6.843688, 4.137369)  0.50
Cl (1.472286, -1.016853, 6.710679)  0.48
Cl (4.525322, -5.503979, -4.286893)  0.53
Cl (-3.687516, -5.430754, -2.263810)  0.52
Cl (-2.456533, 2.874475, -8.669731)  0.50
Cl (-3.506041, 3.963008, -5.393986)  0.49
Cl (-2.708183, 2.171734, 5.754251)  0.49
Cl (2.074660, 5.384954, 4.654384)  0.50
Cl (-0.325227, -1.975303, -2.203355)  0.50
Cl (-0.420315, 3.766562, 6.587748)  0.52
Cl (-6.120739, 3.200637, -6.408379)  0.51
Cl (1.518598, -5.460969, 0.488462)  0.51
Cl (-0.035363, 3.206814, -5.352148)  0.52
Cl (1.414739, -1.274085, 3.810558)  0.53
Cl (0.884663, -3.783098, 9.752887)  0.50
Cl (0.796238, 0.700210, -4.159557)  0.56
Cl (2.769370, 2.754603, -4.741933)  0.56
Cl (2.063988, 7.662741, 2.851488)  0.51
Cl (4.285531, -2.036237, 5.816985)  0.48
Cl (-0.596255, -4.583143, -3.456113)  0.48
Cl (-1.636714, -2.215144, -4.789527)  0.50
Cl (-4.595545, 0.670540, -13.028949)  0.52
Cl (3.230176, -3.351766, 1.544024)  0.48
Cl (-4.415401, -8.169724, -1.626378)  0.51
Cl (-2.519904, -2.287829, 9.429450)  0.52
Cl (-1.898671, -7.612466, -2.967913)  0.50
Cl (3.524829, -4.385977, 10.777223)  0.51
Cl (5.577938, -3.439883, -6.041625)  0.52
Cl (-0.852271, -0.129559, 5.213117)  0.49
Cl (-2.330504, 0.977911, -11.234472)  0.55
Cl (2.619155, -3.428031, -1.288659)  0.47
Cl (-3.018295, 1.059104, -6.466571)  0.50
S (1.990606, 2.615406, -1.105313)  0.65
O (2.846509, 2.617384, 0.092397)  -0.42
O (1.605642, 3.948416, -1.605287)  -0.44
N (-0.587494, 3.988150, 0.359196)  0.09
N (0.174275, 3.487814, 2.508445)  0.08
N (-2.209078, 3.573878, 2.021602)  0.07
C (-3.584760, -7.115002, -2.777430)  -1.54
C (-2.017321, 3.165136, 7.042713)  -1.53
C (-2.959626, 1.313890, -12.849748)  -1.53
C (0.456496, -1.315930, 5.291367)  -1.51
C (4.941863, -3.793892, -4.430590)  -1.53
C (0.549736, 1.483674, -0.835336)  -0.40
C (2.011894, -3.768143, 0.332539)  -1.53
C (-2.977821, -3.972812, 9.178331)  -1.55
C (0.352507, 1.098860, 0.643942)  -0.63
C (-0.937918, 1.678326, 1.243347)  -0.29
C (3.002526, 6.293369, 3.452201)  -1.54
C (-5.136013, 4.521949, -5.767097)  -1.53
C (1.253560, 2.006963, -5.256569)  -1.52
C (-2.344228, 1.207729, -8.090680)  -1.55
C (5.762446, -2.621923, 5.047218)  -1.51
C (-0.861349, 3.185201, 1.526392)  -0.70
C (-0.364063, -2.852013, -3.735635)  -1.54
C (2.383685, -4.666681, 9.455867)  -1.53
H (-2.922508, 0.578273, -8.751230)  -0.03
H (-4.075551, -7.208140, -3.737131)  0.01
H (0.022382, -2.303731, 5.388156)  0.01
H (-2.321075, 0.822341, -13.571798)  0.01
H (0.588041, -2.714448, -4.233595)  -0.03
H (-5.593786, 4.871068, -4.850963)  0.01
H (0.733559, 0.580203, -1.424528)  -0.02
H (-1.869691, 1.433925, 0.682230)  0.10
H (3.217324, 5.636660, 2.617103)  0.02
H (-1.911604, 2.547135, 7.925362)  0.01
H (-2.474162, 2.817312, 2.642292)  0.03
H (1.141837, -3.140600, 0.498073)  -0.06
H (-2.135563, 4.440830, 2.538449)  0.06
H (2.746246, 2.038124, -2.109005)  0.01
H (-1.358222, 3.946598, -0.287475)  0.08
H (-0.355306, 1.962268, -1.249206)  0.08
H (-4.051741, -4.052293, 9.283119)  0.01
H (-0.129633, 3.063799, 3.373797)  0.04
H (1.399359, 1.586144, -6.242544)  -0.02
H (-0.497385, 4.954744, 0.629352)  0.07
H (6.552173, -1.912675, 5.258159)  0.01
H (2.142380, -5.721463, 9.438581)  0.01
H (-1.064187, 1.194913, 2.227487)  0.07
H (5.712584, -3.569987, -3.704519)  0.02
H (1.024992, 3.031166, 2.188791)  0.06

Atoms 1-6, force components in eV/Å:
-0.03 -0.06 -0.08
-0.19 -0.11 0.06
-0.34 -0.04 0.36
0.02 0.03 0.04
-0.05 0.03 0.08
-0.02 -0.04 0.05

=====

Question: What is the formula in the first record?
Answer: C18H25AsBaBr2F6N4O2

=====

Question: The lowest electronic energy belongs to which entry?
Answer: C18H25Cl43N3O2S

=====

Question: Look up the strongest force on any atom of the second one.
Answer: 0.31 eV Å⁻¹

=====

Question: Number 3 is which compound?
Answer: C18H25CdN3P2S6